[1]
Density functional theory data (ωB97M-V/def2-TZVPD) for a molecular structure, C3H5NSi.

Structure (XYZ):
```
10
C3H5NSi (ωB97M-V/def2-TZVPD)
C -2.75 0.98 -0.51
C 0.75 -1.26 -0.26
C 0.04 -0.20 -0.66
N -3.79 0.78 -0.92
Si -0.97 1.10 0.21
H 1.37 -1.91 -0.81
H 0.73 -1.45 0.79
H -0.02 0.08 -1.62
H -0.97 0.28 1.82
H -0.39 2.37 -0.30
```

Values from the calculation:
Spin multiplicity   1
Relative energy (zero: lowest compared OMol25 entry of this formula, charge and spin)   27.6 kcal/mol

Atom charges from the Löwdin analysis, given in e for atoms 1 to 5: number 1, C, carries -0.37; number 2, C, carries -0.04; number 3, C, carries -0.36; number 4, N, carries 0.06; number 5, Si, carries 0.63


[2]
Density functional theory data (ωB97M-V/def2-TZVPD) for 28 unconnected molecules or ions with the total composition C3H60NO29S.

Structure (XYZ):
```
94
C3H60NO29S (ωB97M-V/def2-TZVPD)
C -1.60 1.21 1.46
O -2.01 0.01 2.15
C -2.12 -1.10 1.37
S -3.21 -0.95 -0.14
O -4.23 0.36 0.12
C -5.26 -0.02 0.85
N -6.15 -0.19 1.56
H -1.21 1.00 0.46
H -2.45 1.88 1.40
H -0.83 1.71 2.03
H -1.17 -1.47 0.95
H -2.58 -1.90 1.95
H -2.42 -0.46 -1.13
O -0.73 3.18 -0.21
H -0.09 3.45 -0.89
H -1.07 4.02 0.14
O -0.83 1.93 -2.82
H -0.96 2.17 -3.75
H -1.64 2.24 -2.39
O 0.09 5.29 1.44
H 0.38 4.48 1.88
H 0.14 5.98 2.12
O 1.66 2.88 2.27
H 1.33 2.00 2.05
H 1.92 2.80 3.19
O -0.83 4.11 -4.75
H -0.21 4.37 -5.43
H -1.17 4.95 -4.40
O 3.26 0.53 1.88
H 3.63 1.42 1.77
H 3.60 0.05 1.11
O -2.99 -1.97 -3.10
H -2.97 -1.81 -4.06
H -3.68 -2.63 -3.00
O 0.44 1.42 4.45
H -0.28 1.85 4.93
H 0.04 0.61 4.12
O -0.87 6.16 -1.70
H -1.12 5.29 -2.02
H -0.64 6.02 -0.77
O -0.45 -3.04 -0.48
H 0.11 -3.75 -0.84
H -0.35 -2.35 -1.14
O 3.85 0.85 4.99
H 3.70 0.96 4.05
H 3.10 1.28 5.42
O -5.34 -3.43 1.08
H -5.74 -2.56 1.10
H -6.06 -4.03 1.32
O 1.32 -1.73 1.85
H 1.95 -0.99 1.86
H 1.16 -1.91 0.91
O -0.92 -0.31 6.35
H -0.03 -0.54 6.63
H -1.28 -1.13 6.00
O -4.48 2.52 -2.01
H -5.04 3.24 -1.68
H -4.50 1.85 -1.32
O 1.73 -5.02 -0.78
H 2.05 -5.62 -1.46
H 2.37 -5.13 -0.06
O 5.26 -0.71 0.02
H 5.43 -1.48 -0.53
H 5.92 -0.77 0.72
O 1.86 2.09 -1.95
H 1.05 1.59 -2.11
H 2.28 1.67 -1.19
O 3.56 -6.52 0.80
H 3.95 -6.24 1.64
H 3.35 -7.46 0.92
O -6.52 3.90 -0.41
H -7.05 4.65 -0.13
H -6.61 3.27 0.31
O 5.41 -3.73 -1.26
H 5.75 -4.00 -2.12
H 4.91 -4.49 -0.95
O 1.63 -7.61 -2.00
H 0.85 -7.33 -1.52
H 1.33 -8.35 -2.54
O -4.60 1.08 -4.54
H -4.31 0.27 -4.12
H -4.50 1.73 -3.84
O 8.07 -2.79 -0.58
H 7.20 -3.22 -0.60
H 8.51 -3.14 0.20
O 4.26 3.18 0.07
H 4.10 3.32 -0.87
H 3.51 3.60 0.51
O 2.91 -4.25 2.13
H 2.58 -3.34 2.05
H 2.13 -4.76 2.37
O -3.55 3.50 -6.10
H -3.07 3.72 -5.30
H -3.91 2.61 -5.94
```

Values from the calculation:
Charge   +1
Spin multiplicity   1

Atom charges from the Löwdin analysis, given in e for atoms 1 to 5: number 1, C, carries -0.06; number 2, O, carries -0.15; number 3, C, carries -0.34; number 4, S, carries 1.28; number 5, O, carries -0.27


[3]
Density functional theory data (ωB97M-V/def2-TZVPD) for a molecular structure, C12H13AuCl5N2P.

Structure (XYZ):
```
34
C12H13AuCl5N2P (ωB97M-V/def2-TZVPD)
Au 0.09 0.03 -0.06
Cl 0.01 3.50 -0.31
C 1.50 2.80 0.23
C 1.51 1.44 0.52
C 2.74 0.95 0.96
Cl 2.85 -0.72 1.35
C 3.88 1.74 1.08
Cl 5.38 1.05 1.59
C 3.82 3.09 0.76
Cl 5.23 4.07 0.84
C 2.61 3.63 0.35
Cl 2.52 5.31 -0.04
C -1.46 -0.18 -3.05
P -0.71 -1.28 -1.80
C -1.86 -2.71 -1.83
C 0.66 -1.98 -2.79
H -1.71 -0.74 -3.95
H -0.74 0.60 -3.29
H -2.35 0.29 -2.65
H -2.00 -3.07 -2.86
H -2.82 -2.42 -1.41
H -1.44 -3.50 -1.22
H 0.28 -2.38 -3.73
H 1.15 -2.77 -2.23
H 1.39 -1.20 -3.00
N -2.42 -0.15 3.79
C -3.14 -1.10 3.12
C -2.42 -1.38 1.99
N -1.30 -0.61 1.96
C -1.32 0.11 3.05
H -2.68 0.28 4.66
H -4.07 -1.50 3.48
H -2.62 -2.07 1.19
H -0.57 0.83 3.32
```

Values from the calculation:
Spin multiplicity   1

Atom charges from the Löwdin analysis, given in e for atoms 1 to 5: number 1, Au, carries 0.60; number 2, Cl, carries 0.62; number 3, C, carries -0.75; number 4, C, carries -0.39; number 5, C, carries -0.75


[4]
Density functional theory data (ωB97M-V/def2-TZVPD) for a single C4H9NO molecule.

Structure (XYZ):
```
15
C4H9NO (ωB97M-V/def2-TZVPD)
C 2.33 -0.03 0.43
C 1.05 0.42 -0.27
C -0.14 -0.50 -0.05
O -0.13 -1.45 0.70
N -1.30 -0.05 -0.67
C -2.43 0.11 0.24
H 2.91 -0.72 -0.19
H 2.95 0.84 0.66
H 2.07 -0.54 1.36
H 0.72 1.38 0.15
H 1.19 0.59 -1.34
H -1.14 0.77 -1.24
H -3.31 0.43 -0.32
H -2.62 -0.83 0.74
H -2.21 0.87 1.00
```

Values from the calculation:
SMILES   CCC(=O)NC
Spin multiplicity   1
Relative energy (zero: lowest compared OMol25 entry of this formula, charge and spin)   14.5 kcal/mol

Atom charges from the Löwdin analysis, given in e for atoms 1 to 5: number 1, C, carries -0.10; number 2, C, carries -0.18; number 3, C, carries -0.51; number 4, O, carries 0.07; number 5, N, carries -0.02


Number 1: largest force on an atom 3.7 eV/A, lowest unoccupied orbital energy 0.041 eV. Number 2: largest force on an atom 1.4 eV/A, lowest unoccupied orbital energy -5.447 eV. Number 3: largest force on an atom 0.6 eV/A, lowest unoccupied orbital energy 0.497 eV. Number 4: largest force on an atom 0.6 eV/A, lowest unoccupied orbital energy 0.874 eV.